# 1
Here is a structure of composition C51H48AsN2O2OsPSSe in a non-equilibrium geometry from the OMol25 dataset. Energies are from ωB97M-V/def2-TZVPD.

Properties
LUMO (alpha / beta), hartree: -0.218 / -0.311
⟨S²⟩: 6.04
Multiplicity: 5
Highest occupied orbital energy (alpha / beta), eV: -12.00 / -12.00
Energy above the lowest of the compared OMol25 structures with the same formula, charge and spin, kcal/mol: 91.0
Net charge: +2
E, Ha: -7698.93608
Orbital gap (alpha / beta), eV: 6.07 / 3.54

Last column: Mulliken spin population.
Geometry (Å):
Os  -0.2496  1.5036  -0.4623  2.45
Se  0.9746  5.1264  -0.5592  0.00
As  1.7781  -4.9166  -0.7815  0.01
S  2.0822  2.3967  -1.8152  0.04
P  -0.2455  -0.8566  -0.1604  0.07
O  0.7786  2.3025  -2.4957  0.11
O  2.8721  3.5588  -2.0738  0.00
N  -2.1989  2.1106  -0.5372  0.01
N  1.6777  2.2989  -0.1934  0.12
C  -0.1957  7.8147  2.5022  0.16
C  -1.6421  -0.3399  2.1723  -0.02
C  4.7377  -0.5800  -1.5407  0.00
C  2.9411  0.8901  -2.0835  -0.01
C  -2.0248  4.1801  0.6312  0.14
C  0.8152  -6.4853  -0.1396  0.00
C  2.4323  -0.0260  -2.9966  0.02
C  -0.7634  -4.9148  -4.1745  0.00
C  1.9611  -5.0044  -3.6659  0.00
C  -0.6991  -7.6258  1.3508  0.00
C  1.3183  3.6815  1.7700  0.00
C  -0.9783  8.1593  4.8217  0.00
C  0.7199  4.9360  2.2826  0.12
C  -1.4738  3.0228  0.0924  -0.17
C  0.6086  8.0919  0.1792  -0.02
C  0.4123  -1.0929  3.8796  0.00
C  -0.7462  4.7873  2.8632  -0.03
C  0.1752  7.2340  1.3075  0.14
C  -0.4595  -0.8724  1.6450  0.04
C  -0.3018  -4.8638  -2.8677  0.00
C  -0.9826  5.8662  3.8463  0.30
C  -1.9574  -1.2385  -2.2577  0.01
C  -1.7684  -1.5200  -0.9027  -0.04
C  -1.1341  3.4294  3.4192  -0.01
C  1.0535  -7.6912  -0.7954  0.00
C  -4.1385  3.3403  -0.2779  0.04
C  -0.7040  7.2130  3.6875  0.17
C  0.1287  5.7518  1.0993  0.07
C  -0.7726  -0.5896  4.3976  0.01
C  -1.3209  5.2263  1.4463  0.17
C  -0.4635  -8.8197  0.6876  0.00
C  0.5728  -1.2308  2.5084  0.07
C  -3.9584  -2.5639  -2.2604  0.00
C  1.4182  3.5223  0.4474  0.05
C  0.4139  -8.8506  -0.3884  0.00
C  3.1012  -1.2244  -3.1802  -0.01
C  0.5743  -3.5275  -0.0371  0.01
C  -2.6864  -2.3220  -0.2301  0.00
C  -3.5079  2.2094  -0.7628  0.02
C  -0.0578  -6.4629  0.9431  0.00
C  0.1357  -5.0151  -5.2290  0.00
C  4.9521  -2.8358  -2.6442  0.00
C  -1.8012  -0.2139  3.5427  -0.01
C  -3.4015  4.3011  0.4158  0.01
C  1.4982  -5.0626  -4.9750  0.00
C  4.2547  -1.5208  -2.4518  0.00
C  0.9860  -2.1640  -0.5632  0.01
C  4.0896  0.6263  -1.3496  0.01
C  -3.7796  -2.8382  -0.9114  0.00
C  -3.0445  -1.7656  -2.9364  0.00
C  1.0662  -4.9041  -2.6059  0.00
H  -0.4426  -3.7697  -0.3432  0.00
H  2.1997  -5.1543  -5.7945  0.00
H  1.7398  -7.7222  -1.6348  0.00
H  1.2136  -1.3865  4.5450  0.00
H  -1.7817  8.8492  4.5541  0.01
H  -0.9537  -9.7271  1.0150  0.00
H  -0.2289  -5.0695  -6.2466  0.00
H  -2.5467  -2.5514  0.8194  0.00
H  1.5488  0.2247  -3.5699  -0.01
H  -0.2472  -5.5426  1.4821  0.00
H  -2.1566  3.4451  3.8038  -0.01
H  -3.1774  -1.5517  -3.9889  0.00
H  -0.1019  8.8943  2.5626  0.01
H  -4.0247  1.4169  -1.2869  0.00
H  -5.1995  3.4693  -0.4384  0.00
H  0.6034  9.1487  0.4369  0.00
H  -1.3991  5.5556  4.8010  -0.02
H  -1.8289  -4.8938  -4.3684  0.00
H  -1.2454  -0.6072  -2.7803  0.01
H  -1.3822  -7.5972  2.1903  0.00
H  1.9704  -1.8561  -0.2006  0.01
H  5.6434  -0.7906  -0.9858  0.00
H  -2.7307  0.1693  3.9449  0.00
H  -4.4899  -3.4643  -0.3873  0.00
H  -0.4667  3.1647  4.2422  -0.01
H  1.6093  2.8856  2.4461  -0.01
H  6.0119  -2.7612  -2.4060  0.00
H  1.6151  7.8036  -0.1357  0.02
H  0.6027  -9.7813  -0.9072  0.00
H  -3.9181  5.1741  0.7992  0.01
H  4.5117  -3.5926  -1.9899  0.00
H  -0.0916  8.7594  5.0314  0.00
H  -0.0497  7.9290  -0.6804  0.01
H  -1.2656  7.6284  5.7259  -0.01
H  0.6252  -3.5767  1.0498  0.00
H  -2.0176  6.0590  1.5463  -0.04
H  4.4744  1.3598  -0.6519  0.00
H  3.0255  -5.0520  -3.4668  0.00
H  1.5043  -1.6205  2.1153  0.00
H  1.0321  -2.1731  -1.6537  0.02
H  -1.0584  2.6518  2.6621  0.02
H  -1.0175  -4.8158  -2.0536  0.00
H  2.7313  -1.9444  -3.9015  0.00
H  4.8478  -3.1790  -3.6726  0.00
H  -0.8969  -0.4939  5.4684  0.00
H  -2.4486  -0.0563  1.5049  -0.02
H  1.3954  5.4744  2.9527  -0.04
H  -4.8104  -2.9739  -2.7868  0.00

---

# 2
Here is a structure of composition C51H48CoN3O4P2S3 from the OMol25 dataset. Energies are from ωB97M-V/def2-TZVPD.

Properties
LUMO (alpha / beta), hartree: -0.140 / -0.090
⟨S²⟩: 1.10
Multiplicity: 2
Highest occupied orbital energy (alpha / beta), eV: -10.59 / -10.64
Net charge: +1
E, Ha: -5697.27948
Orbital gap (alpha / beta), eV: 6.78 / 8.20

Last column: Mulliken spin population.
Geometry (Å):
Co  0.2380  0.4138  -0.1096  1.22
S  1.8413  0.3296  -1.8371  -0.13
S  5.5544  -1.3838  -1.0637  0.00
S  -2.2684  -1.7285  -1.7068  0.01
P  0.5850  -2.0710  0.0428  -0.01
P  -2.0177  1.2064  -0.5274  -0.03
O  -0.6272  0.1083  2.1264  -0.04
O  -2.5900  -2.4173  -2.9857  0.00
O  5.5890  -2.3329  0.0116  0.00
O  6.4313  -1.5357  -2.1789  0.00
N  0.5617  2.6364  -0.1623  -0.02
N  3.9762  -1.2650  -1.6065  -0.02
N  0.9571  4.7748  -0.3496  0.00
C  3.7401  -2.0887  2.5751  0.00
C  1.5506  -2.3665  1.5719  -0.03
C  -2.6958  2.7084  1.7201  0.01
C  -1.6339  -0.8930  2.3639  0.01
C  -0.5957  -4.5379  0.6409  0.00
C  5.6267  0.2559  -0.3984  0.00
C  -3.7508  -0.9476  -1.0811  0.00
C  1.8109  -3.5739  -3.5337  0.00
C  -2.6193  -0.5814  3.4727  0.00
C  -4.7812  0.8178  0.1608  0.00
C  3.3158  -2.7703  3.7073  0.00
C  -1.3037  1.2274  -3.2364  -0.01
C  2.8559  -1.8731  1.5302  0.00
C  -0.8297  -3.2723  0.0918  -0.02
C  1.1495  -2.8661  -2.5458  -0.01
C  2.5366  -3.9001  -0.8713  0.00
C  6.6618  0.9264  0.2163  0.00
C  -2.3907  4.0099  -0.2700  0.01
C  -3.3870  2.3187  -2.7326  0.00
C  -6.1310  -0.9051  -0.8519  0.00
C  6.4085  2.2159  0.6704  0.00
C  -2.0877  -3.0364  -0.4736  0.00
C  -1.4660  1.5356  -4.5830  0.00
C  4.3766  0.8215  -0.5857  -0.01
C  -2.6845  5.1630  0.4463  0.00
C  0.5031  3.2363  1.0938  0.01
C  4.1236  2.0981  -0.1223  0.00
C  -3.5431  2.6343  -4.0716  0.00
C  -4.9889  -1.4923  -1.3724  0.00
C  0.7580  4.5556  0.9953  0.00
C  -1.6083  -5.4743  0.7430  0.00
C  3.4624  -0.1235  -1.3145  0.03
C  -2.2465  1.6347  -2.2982  0.00
C  -2.5757  2.2497  -4.9985  0.00
C  1.1284  -3.0304  2.7238  0.00
C  -2.8822  -5.1788  0.2741  0.00
C  0.1737  0.3684  3.3079  0.00
C  -3.1097  -3.9767  -0.3653  0.00
C  2.8449  -4.4372  -3.1961  0.00
C  -2.9975  3.8585  2.4370  0.00
C  2.0048  -3.2230  3.7857  0.00
C  0.8237  3.6113  -1.0292  0.00
C  1.5962  0.8268  2.9805  0.01
C  3.1962  -4.6089  -1.8657  0.00
C  1.5253  -3.0088  -1.2111  0.01
C  -6.0187  0.2204  -0.0515  0.00
C  0.9609  3.6113  -2.5144  0.00
C  -3.6187  0.2629  -0.3725  0.02
C  -2.4165  2.7645  0.3542  0.00
C  -3.0039  5.0910  1.7955  0.00
C  5.1521  2.7908  0.5114  0.00
H  1.5225  -3.4450  -4.5697  0.00
H  2.3263  0.0985  3.3180  0.00
H  -3.2472  -1.4649  3.6174  0.00
H  3.1439  2.5340  -0.2515  0.00
H  -5.0529  -2.3414  -2.0441  0.00
H  -3.2786  0.2534  3.2343  0.00
H  -3.2604  5.9902  2.3445  0.00
H  4.0073  -2.9652  4.5195  0.00
H  -1.1383  -1.8316  2.5912  0.00
H  -0.3464  1.1220  3.9004  0.00
H  0.1304  -3.4334  2.8023  0.00
H  0.3398  -2.2026  -2.8201  0.00
H  1.1495  5.6619  -0.7771  0.00
H  -7.1056  -1.3189  -1.0808  0.00
H  1.1444  2.6161  -2.8894  0.00
H  -0.7255  1.2082  -5.3055  0.00
H  3.3742  -4.9787  -3.9705  0.00
H  -1.3986  -6.4446  1.1793  0.00
H  0.8200  5.3366  1.7371  0.00
H  1.8288  1.7861  3.4411  0.00
H  1.7359  0.9434  1.9067  0.02
H  -4.4264  3.1692  -4.3977  0.00
H  -2.1427  4.0867  -1.3221  0.00
H  7.2003  2.7754  1.1533  0.00
H  0.4000  -4.7974  0.9752  0.00
H  4.9735  3.7923  0.8848  0.00
H  -6.9068  0.6730  0.3739  0.00
H  -4.1548  2.6031  -2.0228  0.00
H  1.6613  -3.7441  4.6716  0.00
H  1.7922  4.2544  -2.8097  0.00
H  7.6376  0.4699  0.3359  0.00
H  -4.7372  1.7417  0.7225  0.00
H  0.2523  2.6771  1.9804  0.00
H  -3.6834  -5.9036  0.3641  0.00
H  -2.1612  -1.0094  1.4224  0.00
H  -0.4393  0.6553  -2.9201  0.00
H  -2.6656  6.1250  -0.0550  0.00
H  -3.2340  3.7916  3.4930  0.00
H  4.7614  -1.7345  2.4882  0.00
H  -2.6969  2.5031  -6.0443  0.00
H  2.8453  -4.0338  0.1576  0.00
H  -4.0736  -3.7880  -0.8166  0.00
H  0.0483  3.9946  -2.9806  0.00
H  3.9973  -5.2860  -1.5956  0.00
H  -2.1187  -0.3718  4.4208  0.00
H  3.2047  -1.3512  0.6460  -0.02
H  -2.6678  1.7513  2.2235  0.00
H  0.2148  -0.5519  3.8919  0.00

---

Among the records above, which one has the lowest net charge? C51H48CoN3O4P2S3

---

The lowest ⟨S²⟩ belongs to which entry? C51H48CoN3O4P2S3